(1)
{
  "formula": "C30H39F4N5OSe4SiTa",
  "method": "ωB97M-V/def2-TZVPD",
  "orbital_gap_ev": 7.13,
  "e_homo_ev": -10.45,
  "total_charge": 1,
  "de_lowest_kcal_mol": 0.00,
  "e_tot_ha": -11867.23251,
  "elements": ["H", "H", "H", "C", "H", "H", "H", "H", "O", "C", "C", "C", "C", "N", "N", "H", "C", "C", "Se", "H", "C", "N", "H", "C", "C", "C", "Si", "C", "C", "H", "H", "H", "Se", "C", "C", "H", "H", "C", "Se", "H", "H", "H", "N", "C", "C", "H", "C", "H", "F", "H", "H", "H", "H", "H", "C", "H", "H", "H", "F", "C", "H", "H", "Se", "Ta", "H", "C", "H", "F", "C", "H", "F", "C", "H", "H", "C", "H", "C", "H", "N", "C", "H", "C", "C", "H", "C"],
  "coordinates": [[0.310, 3.682, 0.295], [3.465, -5.161, 0.906], [4.723, -0.479, -5.764], [-1.638, 4.585, 0.008], [-3.785, -2.772, 0.189], [-3.647, 4.945, -0.705], [-1.923, 3.748, -2.888], [2.517, 1.595, 1.719], [1.485, -2.719, 1.205], [4.773, 0.629, -3.928], [-1.050, -5.195, 2.745], [4.051, 1.057, -2.822], [-1.478, -6.189, 1.887], [2.879, -4.381, 0.670], [-1.073, -2.153, 0.683], [-1.905, -2.077, -1.262], [-2.650, 3.607, -2.084], [1.410, -0.322, -0.146], [2.040, -0.779, 3.365], [4.545, 1.666, -2.074], [2.831, 2.474, 1.166], [-0.888, 2.369, -0.837], [-4.418, 0.508, 2.534], [-1.763, -5.829, 0.587], [2.175, -3.697, 1.583], [2.602, 2.553, -0.207], [1.710, 1.219, -1.156], [2.826, -0.501, -4.761], [3.449, 3.512, 1.851], [2.342, -1.104, -5.519], [-1.794, -0.545, -0.423], [3.615, 3.432, 2.918], [-1.178, 0.204, 3.544], [-0.940, -3.901, 2.296], [3.023, 3.705, -0.881], [-2.950, 2.265, -0.434], [-4.116, -1.213, -0.525], [-0.464, 3.748, -0.468], [0.827, 0.823, 4.592], [-4.184, -1.671, 3.492], [4.333, 5.460, 1.698], [5.814, 0.907, -4.032], [2.198, -4.101, 2.860], [3.851, 4.649, 1.167], [-3.475, -1.724, 0.202], [2.867, 3.795, -1.952], [-2.033, -1.598, -0.292], [-2.433, 1.448, -1.904], [-1.890, -4.285, -1.159], [-0.007, 4.226, -1.344], [2.400, -0.665, 0.187], [1.068, -0.362, -3.568], [-2.415, 5.722, -1.673], [1.781, -3.498, 3.555], [-1.630, -4.525, 0.131], [-5.215, -2.415, 2.255], [1.094, -1.085, -0.876], [0.166, 2.471, -2.680], [-0.515, -2.925, 3.140], [4.162, -0.148, -4.900], [2.821, -4.826, 3.170], [3.959, 5.629, -0.741], [-0.929, 1.312, 1.361], [0.236, -0.907, 1.550], [-2.113, 4.090, 0.860], [-1.222, -3.506, 0.991], [-1.577, -7.213, 2.216], [-2.163, -6.756, -0.283], [0.032, 1.790, -1.827], [-5.464, -0.089, 1.230], [-0.734, -5.475, 4.011], [-4.184, -2.113, 2.494], [-3.965, 0.792, 0.855], [-3.566, -3.011, 2.525], [3.640, 4.745, -0.203], [-1.258, 5.535, 0.385], [-2.294, 2.350, -1.306], [2.844, -4.066, -0.284], [-3.643, -1.159, 1.538], [-4.418, 0.070, 1.535], [-0.428, 0.883, -2.234], [2.111, -0.073, -3.653], [-2.649, 4.808, -1.126], [-3.621, 3.488, -2.566], [2.706, 0.718, -2.663]]
}

(2)
{
  "formula": "C4H10O3P",
  "method": "ωB97M-V/def2-TZVPD",
  "orbital_gap_ev": [4.75, 7.63],
  "multiplicity": 3,
  "e_homo_ev": [-0.76, -4.91],
  "s2": 2.008,
  "total_charge": -1,
  "de_lowest_kcal_mol": 36.32,
  "e_tot_ha": -725.39060,
  "elements": ["C", "H", "P", "H", "H", "H", "O", "O", "H", "H", "C", "O", "C", "H", "H", "H", "H", "C"],
  "coordinates": [[-2.454, -0.683, 0.844], [1.686, 1.296, -1.046], [-0.657, 0.803, -0.196], [3.103, 1.210, 0.139], [0.510, -1.848, -0.180], [-2.830, -0.135, 1.632], [-0.760, 2.186, 0.452], [-3.385, -0.785, -0.231], [1.331, -1.016, -1.422], [2.228, -1.572, -0.089], [2.045, 1.186, -0.089], [-0.869, 0.845, -1.651], [1.256, -1.208, -0.388], [-2.911, -0.628, -1.166], [0.971, -0.099, 1.433], [1.759, 2.035, 0.518], [-2.104, -1.682, 1.117], [1.080, 0.094, 0.325]]
}

(3)
{
  "formula": "C26H60F3N4O13S",
  "method": "ωB97M-V/def2-TZVPD",
  "orbital_gap_ev": 4.67,
  "e_homo_ev": -10.10,
  "total_charge": 1,
  "e_tot_ha": -2921.03418,
  "elements": ["C", "H", "N", "H", "O", "H", "H", "H", "H", "H", "H", "H", "H", "C", "H", "H", "O", "C", "C", "C", "H", "O", "C", "H", "C", "O", "C", "H", "C", "C", "H", "O", "O", "S", "N", "H", "H", "H", "H", "H", "C", "H", "H", "H", "C", "O", "H", "H", "C", "H", "H", "C", "O", "C", "C", "H", "H", "H", "C", "H", "H", "C", "H", "H", "O", "H", "H", "H", "H", "H", "H", "H", "C", "O", "H", "F", "H", "H", "C", "H", "H", "H", "H", "H", "H", "H", "N", "H", "C", "N", "C", "C", "H", "C", "H", "F", "C", "H", "O", "C", "H", "H", "H", "F", "H", "O", "O"],
  "coordinates": [[-5.838, -1.777, 2.235], [-2.043, -4.915, -2.484], [-8.375, -1.938, 1.958], [7.153, -1.008, -3.739], [-4.599, -4.093, -1.528], [6.608, 5.088, 1.048], [7.949, 0.599, 1.217], [-2.373, -0.709, -1.044], [9.722, 0.602, 1.201], [8.269, 4.600, 2.818], [-5.760, -3.687, 2.562], [-8.215, -2.903, 1.711], [-5.180, 1.199, 1.791], [-5.605, -1.443, -1.550], [-7.489, -2.462, -1.525], [-4.597, -1.868, -1.539], [-2.195, 3.522, 1.958], [9.738, 3.080, 2.397], [6.580, -0.649, -2.878], [7.153, 4.201, 0.705], [1.555, -3.998, -3.878], [5.291, -1.243, -2.957], [-0.788, 3.505, 2.181], [-1.375, -4.368, -4.035], [2.294, -4.669, -3.433], [-0.546, -3.489, -2.396], [-2.913, -0.266, -0.215], [-8.707, -1.401, 1.173], [-7.255, -1.314, 2.652], [9.060, 4.398, 2.091], [-3.823, 3.537, 3.179], [-5.465, -2.888, 3.022], [-5.566, -0.306, -2.356], [-5.908, -4.118, -2.102], [-4.109, 0.498, -0.676], [-4.555, 1.381, -2.511], [-0.419, 4.479, 2.505], [9.801, 5.200, 2.167], [-7.365, -1.542, 3.706], [8.314, -0.633, -1.636], [-0.535, 0.515, -0.011], [10.543, 2.886, 1.682], [10.182, 3.136, 3.396], [2.004, -2.979, -1.725], [-1.127, -4.631, -3.007], [8.809, 2.007, 2.413], [-1.784, 5.746, 0.628], [-2.527, 7.364, 0.767], [-1.932, 0.640, 0.546], [-0.326, -4.705, -0.722], [2.330, -5.586, -4.019], [-4.371, 0.384, -2.131], [1.952, -5.019, -2.101], [-5.274, 0.133, 0.028], [-6.581, -2.458, -2.115], [-6.776, -2.182, -3.144], [-3.526, -0.012, -2.690], [8.808, 1.866, 0.329], [7.303, -1.051, -1.612], [4.079, 0.369, -3.412], [-2.215, 1.680, 0.387], [0.088, -3.790, -1.156], [-4.741, -2.563, 0.556], [-6.644, 1.357, 0.843], [-2.194, 6.400, 2.567], [3.281, -4.196, -3.461], [3.342, -0.938, -2.463], [2.031, -4.054, -0.319], [5.241, -0.965, 0.935], [-0.437, -5.477, -3.018], [5.227, -2.044, -0.474], [-0.307, 3.249, 1.243], [8.828, 1.236, 1.221], [8.548, 4.428, 0.766], [-0.834, 7.115, 1.234], [-0.140, -0.742, -0.112], [-2.651, -0.102, 2.176], [6.510, 0.441, -2.952], [-2.916, 4.133, 3.021], [-7.380, -0.242, 2.570], [-3.936, 5.944, 3.500], [-5.153, -0.984, 2.532], [-3.921, 5.576, 1.768], [-2.333, 4.109, 3.946], [7.391, -2.140, -1.546], [4.467, 0.183, -1.677], [-5.714, 0.981, 0.963], [6.891, 4.011, -0.335], [5.868, -1.492, 0.217], [-6.000, -0.972, -0.201], [4.250, -0.352, -2.605], [-1.823, 6.661, 1.224], [-6.437, -2.867, 0.552], [-3.321, 5.552, 2.684], [-5.809, -4.543, -3.393], [0.320, 1.142, 0.727], [-5.697, -2.098, 0.761], [-0.533, 2.748, 2.928], [-1.828, 0.323, 1.918], [1.589, -3.902, -1.309], [6.856, 3.337, 1.304], [-3.163, -1.109, 0.427], [-0.132, -2.966, -0.475], [-0.503, 1.012, -1.230], [6.508, -2.195, 0.760], [-6.812, -4.977, -1.438], [6.661, -0.529, -0.456]]
}

(4)
{
  "formula": "C5H7NO",
  "method": "ωB97M-V/def2-TZVPD",
  "orbital_gap_ev": 7.77,
  "e_homo_ev": -7.30,
  "de_lowest_kcal_mol": 105.87,
  "e_tot_ha": -324.55576,
  "elements": ["O", "H", "H", "C", "C", "C", "H", "C", "H", "H", "H", "N", "C", "H"],
  "coordinates": [[0.694, -1.812, 0.963], [-0.340, 0.160, 2.366], [-1.099, 1.446, 1.481], [-0.416, 0.368, -1.648], [0.277, -0.905, 0.067], [-0.345, -0.989, -1.126], [1.521, 0.605, 0.691], [0.158, 1.203, -0.766], [-0.722, -1.886, -1.602], [0.414, -2.688, 0.667], [-0.882, 0.650, -2.585], [0.561, 0.455, 0.396], [-0.114, 1.119, 1.862], [0.294, 2.274, -0.764]]
}

(5)
{
  "formula": "C3H7ClN2S2",
  "method": "ωB97M-V/def2-TZVPD",
  "orbital_gap_ev": 9.16,
  "e_homo_ev": -8.72,
  "de_lowest_kcal_mol": 6.11,
  "e_tot_ha": -1484.52364,
  "elements": ["N", "H", "C", "C", "H", "S", "N", "C", "Cl", "S", "H", "H", "H", "H", "H"],
  "coordinates": [[0.753, 0.993, 0.943], [-0.189, 1.210, -1.965], [0.051, 0.458, 0.019], [-0.507, 1.482, -0.941], [-1.559, -1.475, -1.661], [1.473, 0.069, 2.175], [0.036, -0.895, -0.251], [-1.250, -1.497, -0.592], [-2.291, 1.604, -0.962], [1.428, -1.679, -0.768], [1.714, -2.339, 0.307], [0.632, -0.975, 2.281], [-0.149, 2.404, -0.525], [-1.131, -2.527, -0.335], [-2.071, -1.152, -0.009]]
}

(6)
{
  "formula": "C50H50AsClIrN3O3SeTe",
  "method": "ωB97M-V/def2-TZVPD",
  "orbital_gap_ev": [8.31, 5.79],
  "multiplicity": 5,
  "e_homo_ev": [-12.96, -12.96],
  "s2": 6.029,
  "total_charge": 2,
  "de_lowest_kcal_mol": 10.84,
  "e_tot_ha": -7794.51127,
  "elements": ["C", "C", "H", "H", "C", "C", "H", "H", "H", "H", "H", "H", "C", "H", "H", "C", "C", "H", "C", "H", "C", "H", "H", "C", "C", "H", "C", "N", "H", "C", "C", "C", "H", "H", "C", "N", "Ir", "O", "H", "H", "C", "C", "H", "H", "H", "C", "C", "C", "C", "H", "H", "Se", "C", "H", "C", "H", "H", "H", "C", "C", "C", "C", "H", "H", "C", "H", "C", "H", "H", "H", "H", "H", "O", "H", "H", "H", "C", "Te", "H", "C", "H", "Cl", "C", "N", "C", "C", "H", "C", "C", "C", "C", "C", "H", "H", "C", "As", "C", "C", "H", "C", "C", "H", "H", "C", "C", "C", "H", "H", "C", "C", "O"],
  "coordinates": [[1.317, -3.303, -2.964], [3.102, 5.095, 1.306], [-5.444, 2.046, -0.932], [-3.027, 1.513, -0.731], [3.300, 1.455, -3.666], [0.240, -5.064, 2.730], [3.696, 5.980, 1.105], [-3.568, -1.898, -3.257], [0.559, -4.135, 3.204], [2.432, -0.657, 3.890], [2.487, 2.887, 3.814], [0.724, 3.884, -3.960], [2.491, 6.575, -2.905], [-2.795, -3.382, -1.185], [-4.192, -2.853, -0.258], [0.503, 0.638, 5.327], [2.579, -2.215, 1.759], [3.149, 2.263, -2.962], [-3.570, -3.718, -0.503], [2.372, -3.093, 1.161], [-3.672, 0.889, -1.335], [-4.039, -6.991, 4.407], [1.543, 0.691, 5.651], [-1.218, -5.001, 2.325], [-0.888, -0.250, 3.430], [1.604, 6.038, -4.787], [1.772, 5.746, -3.760], [5.476, -0.698, -1.797], [-1.753, 0.231, 3.890], [6.060, -0.811, -3.054], [-3.924, -5.063, 1.579], [1.473, 4.202, -1.962], [-2.529, -1.438, 0.683], [0.892, -5.261, 1.874], [-5.023, 1.187, -1.441], [4.316, 0.524, -3.130], [1.105, 0.300, -1.026], [1.809, -0.950, -2.941], [-4.202, -4.424, -1.047], [0.113, 1.653, 5.235], [-3.658, 4.370, -0.238], [-5.328, -0.731, -2.873], [5.666, -0.844, 0.293], [-0.071, 0.150, 6.120], [-3.280, 3.976, 1.841], [5.329, -0.050, -3.888], [-1.717, -4.310, 1.213], [1.326, -1.520, 2.277], [-3.036, -4.369, 0.758], [-5.985, -1.348, -3.477], [-5.260, -5.780, 4.007], [3.364, 0.668, -0.378], [2.319, 4.529, 0.308], [3.163, -1.536, 1.136], [1.450, -0.741, 3.425], [-4.970, -5.105, 1.277], [0.254, -3.497, -3.133], [6.940, -1.415, -3.236], [-4.521, -6.464, 3.585], [-1.080, -0.992, 2.272], [-3.982, -1.033, -2.749], [5.967, -1.391, -0.591], [-1.828, -6.205, 3.977], [-1.530, 3.683, -2.778], [-2.894, 3.914, 0.829], [-3.765, 4.626, -2.370], [1.263, 4.542, -3.289], [-2.937, -0.062, 1.687], [-4.636, 4.807, -0.058], [1.820, -3.293, -3.925], [3.754, 4.961, 3.343], [5.440, 0.142, -4.947], [-1.363, -1.786, -2.024], [7.051, -1.429, -0.631], [3.279, 6.867, -0.932], [1.097, 1.856, 2.036], [2.198, 5.017, -1.095], [-0.266, -2.922, 0.083], [5.572, -2.402, -0.549], [2.710, 6.211, -1.582], [0.397, -5.869, 3.445], [-7.513, 0.754, -2.358], [-3.148, -0.224, -1.985], [1.188, -1.729, -0.987], [1.446, -1.970, -2.297], [4.409, 0.107, -1.862], [2.884, 7.517, -3.274], [-1.623, 3.392, 0.604], [1.592, 3.381, 0.594], [-2.167, -5.674, 3.090], [-3.518, -5.710, 2.742], [-1.900, 3.756, -1.765], [1.726, -4.096, -2.340], [2.370, 0.932, -3.838], [-3.165, 4.281, -1.535], [0.691, 2.744, -0.983], [2.428, 3.348, 2.834], [-1.723, -0.609, -1.820], [3.678, 1.864, -4.600], [-2.488, -1.059, 1.703], [-1.127, 3.329, -0.692], [-3.127, -1.702, 2.317], [-5.064, -7.194, 2.981], [-5.836, 0.377, -2.214], [3.147, 4.509, 2.564], [1.648, 2.770, 1.837], [3.204, -2.533, 2.595], [-1.027, 3.053, 1.439], [0.040, -1.644, 1.718], [0.359, -0.124, 4.030], [-0.909, 0.336, -1.431]]
}